# 1
A structure of composition C24H37LaN3P2S, computed with ωB97M-V/def2-TZVPD.

Last column: Löwdin charge in e.
Geometry (Å):
C1 2.337 -4.483 -0.541  -0.034
C2 1.883 -3.363 -1.223  -0.229
C3 0.508 -3.313 -1.628  -0.191
C4 -0.365 -4.412 -1.301  -0.141
C5 0.159 -5.526 -0.593  -0.021
C6 1.477 -5.550 -0.203  -0.061
C7 -1.721 -4.290 -1.651  0.069
C8 -2.189 -3.177 -2.361  -0.150
C9 -1.245 -2.133 -2.669  -0.196
C10 -1.692 -0.954 -3.360  -0.226
C11 -3.031 -0.838 -3.688  -0.036
C12 -3.975 -1.836 -3.357  -0.053
C13 -3.553 -2.997 -2.718  -0.013
H1 3.385 -4.521 -0.223  0.122
H2 -0.546 -6.343 -0.357  0.127
H3 1.882 -6.405 0.357  0.117
H4 -2.423 -5.070 -1.367  0.133
H5 -3.377 0.078 -4.190  0.123
H6 -5.030 -1.688 -3.613  0.113
H7 -4.254 -3.805 -2.465  0.123
N1 0.003 -2.167 -2.144  0.110
La1 -0.324 -0.184 0.506  0.897
C14 2.767 -2.166 -1.448  -0.297
H8 2.549 -1.708 -2.421  0.086
H9 3.835 -2.396 -1.350  0.095
C15 -0.706 0.161 -3.618  -0.292
H10 0.254 -0.243 -3.945  0.089
H11 -1.079 0.880 -4.359  0.093
P1 2.412 -0.834 -0.198  0.724
P2 -0.392 1.146 -2.069  0.731
C16 -1.893 2.181 -2.174  -0.288
H12 -1.847 2.970 -1.415  0.024
H13 -1.901 2.631 -3.174  0.052
H14 -2.801 1.584 -2.038  0.045
C17 0.834 2.290 -2.772  -0.277
H15 0.374 2.740 -3.663  0.053
H16 1.054 3.069 -2.038  0.043
H17 1.756 1.772 -3.061  0.040
C18 3.122 -1.648 1.285  -0.276
H18 4.132 -1.986 1.020  0.052
H19 3.166 -0.911 2.097  0.042
H20 2.510 -2.506 1.588  0.046
C19 3.775 0.291 -0.638  -0.273
H21 3.822 1.089 0.111  0.047
H22 4.704 -0.299 -0.625  0.054
H23 3.614 0.725 -1.633  0.036
H24 -1.367 -1.716 0.376  -0.200
H25 0.120 -0.176 2.402  -0.211
C20 -0.444 2.419 5.929  -0.084
C21 -0.051 2.113 4.503  -0.241
N2 -1.302 1.856 3.733  -0.007
C22 -1.475 2.267 2.459  -0.843
S1 -2.473 1.314 1.418  0.503
N3 -0.935 3.443 2.062  0.007
C23 -0.846 4.644 2.938  -0.219
C24 0.454 5.369 2.676  -0.084
H26 -1.168 3.240 5.968  0.075
H27 0.415 2.726 6.518  0.079
H28 -0.903 1.545 6.400  0.083
H29 0.489 2.956 4.066  0.092
H30 0.593 1.223 4.427  0.101
H31 -1.666 0.902 3.883  0.124
H32 -1.155 3.692 1.088  0.125
H33 -1.702 5.290 2.680  0.132
H34 -0.939 4.346 3.986  0.097
H35 0.468 5.732 1.644  0.078
H36 0.590 6.227 3.337  0.084
H37 1.329 4.732 2.833  0.074

Values from the calculation:
frontier orbital gap = 7.2 eV
electronic energy = -2213.229279 a.u.
charge = +1
HOMO level = -10.33 eV
relative energy (zero: lowest compared OMol25 entry of this formula, charge and spin) = 44.5 kcal per mole


# 2
The ion C5H6N with charge +1, computed with ωB97M-V/def2-TZVPD.

Last column: Löwdin charge in e.
Geometry (Å):
C1 0.002 2.606 0.815  0.111
C2 0.179 1.396 0.365  0.001
C3 0.292 0.181 0.043  -0.132
C4 0.854 -1.012 -0.639  0.062
C5 -0.533 -1.513 -0.945  0.006
N1 -0.186 -1.137 0.391  0.104
H1 -0.617 3.254 0.276  0.065
H2 0.531 2.911 1.813  0.141
H3 1.751 -1.530 -0.748  0.146
H4 -1.267 -0.963 -1.428  0.112
H5 -0.691 -2.604 -1.227  0.169
H6 -0.317 -1.589 1.283  0.213

Values from the calculation:
frontier orbital gap = 11.0 eV
electronic energy = -248.427471 a.u.
charge = +1
SMILES = C=C=C1[C@@H]2C[N@H+]12
HOMO level = -14.75 eV
relative energy (zero: lowest compared OMol25 entry of this formula, charge and spin) = 118.1 kcal per mole


# 3
A structure of composition C32H31Br2MoN5O7Se, computed with ωB97M-V/def2-TZVPD.

Last column: Löwdin charge in e.
Geometry (Å):
Mo1 0.276 -0.002 -1.140  1.858
C1 1.408 -2.564 1.399  -0.156
N1 0.362 -2.021 0.501  -0.017
C2 -0.648 -2.776 0.294  -0.109
C3 -1.682 -2.340 -0.575  -0.333
C4 -2.893 -2.898 -0.931  -0.041
C5 -3.494 -2.002 -1.831  -0.069
C6 -2.611 -0.946 -1.996  -0.153
N2 -1.517 -1.123 -1.222  -0.115
C7 1.012 -2.489 2.856  -0.213
C8 0.385 -3.546 3.508  -0.041
C9 -0.053 -3.405 4.823  -0.073
C10 0.131 -2.206 5.502  -0.085
C11 0.779 -1.153 4.869  -0.076
C12 1.220 -1.302 3.561  -0.057
H1 2.308 -1.967 1.287  0.092
H2 1.666 -3.587 1.117  0.124
H3 -0.736 -3.759 0.763  0.136
H4 -3.284 -3.844 -0.575  0.104
H5 -4.444 -2.110 -2.335  0.097
H6 -2.693 -0.099 -2.651  0.104
H7 0.245 -4.493 2.990  0.112
H8 -0.540 -4.237 5.317  0.105
H9 -0.213 -2.098 6.524  0.104
H10 0.951 -0.221 5.398  0.106
H11 1.759 -0.487 3.080  0.096
Br1 4.740 -4.273 -3.636  0.813
C13 3.426 -3.145 -2.918  -0.658
C14 2.123 -3.277 -3.293  -0.062
C15 1.197 -2.395 -2.756  -0.076
N3 1.560 -1.461 -1.880  -0.038
C16 2.833 -1.339 -1.506  -0.187
C17 3.799 -2.158 -2.005  -0.032
C18 3.115 -0.304 -0.436  -0.223
C19 4.378 0.050 -0.060  -0.033
C20 4.520 0.998 0.948  -0.664
Br2 6.235 1.520 1.483  0.821
C21 3.417 1.554 1.537  -0.072
C22 2.171 1.154 1.073  -0.101
N4 2.044 0.231 0.130  -0.044
H12 1.805 -4.012 -4.019  0.125
H13 0.155 -2.401 -3.060  0.111
H14 4.828 -2.058 -1.694  0.109
H15 5.244 -0.370 -0.552  0.114
H16 3.501 2.306 2.310  0.117
H17 1.252 1.594 1.433  0.114
O1 -0.896 0.334 1.361  -0.145
C23 -2.314 0.297 1.633  -0.227
C24 -2.739 1.459 2.501  -0.167
C25 -2.299 2.846 2.002  -0.136
C26 -2.885 3.257 0.672  -0.285
C27 -4.026 4.061 0.623  -0.032
C28 -4.505 4.487 -0.605  -0.075
C29 -3.815 4.116 -1.751  -0.065
C30 -2.695 3.311 -1.607  -0.118
N5 -2.243 2.869 -0.430  0.118
H18 -0.435 -0.039 2.121  0.054
H19 -2.560 -0.653 2.110  0.123
H20 -2.792 0.323 0.659  0.105
H21 -2.327 1.294 3.504  0.110
H22 -3.831 1.437 2.592  0.121
H23 -1.212 2.871 1.916  0.106
H24 -2.590 3.595 2.739  0.109
H25 -4.518 4.356 1.545  0.109
H26 -5.389 5.112 -0.666  0.104
H27 -4.122 4.447 -2.737  0.104
H28 -2.117 3.017 -2.480  0.109
C31 1.673 3.678 -2.552  0.026
C32 1.335 2.462 -1.759  -0.671
O2 1.928 1.363 -2.035  -0.120
O3 0.449 2.475 -0.861  -0.079
H29 2.754 3.830 -2.563  0.088
H30 1.165 4.551 -2.152  0.085
H31 1.353 3.499 -3.582  0.096
O4 1.537 -0.289 -4.591  -0.451
Se1 -0.046 0.127 -4.540  0.901
O5 -1.074 -1.143 -4.660  -0.466
O6 -0.338 0.601 -2.767  -0.614
O7 -0.467 1.510 -5.274  -0.452

Values from the calculation:
frontier orbital gap (alpha / beta) = 6.8 / 6.7 eV
electronic energy = -9656.087525 a.u.
spin multiplicity = 3
HOMO level (alpha / beta) = -7.91 / -7.90 eV
relative energy (zero: lowest compared OMol25 entry of this formula, charge and spin) = 53.7 kcal per mole


# 4
A structure of composition C40H59N11O4OsS2, computed with ωB97M-V/def2-TZVPD.

Last column: Löwdin charge in e.
Geometry (Å):
Os1 -0.022 0.009 0.399  1.322
C1 3.993 -1.325 5.117  -0.056
C2 3.204 -0.019 5.157  -0.175
N1 1.856 -0.157 4.586  -0.101
C3 0.744 -0.302 5.522  -0.239
C4 0.646 -1.713 6.098  -0.052
C5 1.712 -0.216 3.268  -0.626
S1 0.094 -0.542 2.652  0.721
N2 2.807 -0.082 2.533  0.132
C6 2.937 0.048 1.231  -0.389
O1 1.999 0.179 0.364  -0.237
C7 4.311 0.059 0.703  -0.142
C8 4.504 0.116 -0.681  -0.022
C9 5.780 0.078 -1.208  -0.056
C10 6.877 -0.017 -0.360  -0.047
C11 6.691 -0.057 1.015  -0.049
C12 5.417 -0.020 1.550  -0.006
H1 4.997 -1.155 5.502  0.088
H2 4.066 -1.691 4.096  0.067
H3 3.521 -2.090 5.730  0.069
H4 3.733 0.745 4.589  0.114
H5 3.091 0.318 6.186  0.127
H6 -0.185 -0.064 5.008  0.061
H7 0.887 0.421 6.327  0.129
H8 0.629 -2.447 5.293  0.082
H9 -0.275 -1.810 6.670  0.087
H10 1.481 -1.928 6.761  0.075
H11 3.640 0.186 -1.328  0.105
H12 5.920 0.115 -2.280  0.112
H13 7.874 -0.060 -0.776  0.116
H14 7.546 -0.123 1.673  0.115
H15 5.269 -0.055 2.618  0.102
C13 1.081 -2.675 -1.718  -0.137
N3 -0.127 -2.153 -2.328  -0.074
C14 -1.165 -3.150 -2.567  -0.021
C15 -0.361 -0.830 -2.614  -0.368
N4 0.039 0.138 -1.796  -0.001
C16 0.150 1.471 -2.275  -0.247
C17 0.574 1.776 -3.570  -0.039
C18 0.541 3.074 -4.047  -0.065
C19 0.065 4.098 -3.241  -0.060
C20 -0.243 3.828 -1.922  -0.030
C21 -0.124 2.536 -1.403  -0.258
N5 -0.315 2.289 -0.034  0.026
C22 0.227 3.096 0.875  -0.389
N6 1.292 3.898 0.656  -0.128
C23 1.439 5.194 1.300  -0.027
C24 2.351 3.588 -0.290  -0.010
N7 -0.289 3.122 2.129  -0.138
C25 0.598 3.132 3.286  -0.031
C26 -1.652 2.701 2.389  -0.056
N8 -1.100 -0.629 -3.730  -0.151
C27 -2.057 0.453 -3.873  -0.018
C28 -0.896 -1.412 -4.940  -0.024
H16 1.373 -3.581 -2.248  0.117
H17 1.071 -2.147 0.267  0.015
H18 1.870 -1.927 -1.803  0.127
H19 -1.358 -3.690 -1.637  0.084
H20 -0.866 -3.864 -3.337  0.103
H21 -2.087 -2.665 -2.871  0.099
H22 0.936 0.980 -4.208  0.125
H23 0.858 3.281 -5.059  0.116
H24 -0.046 5.100 -3.629  0.117
H25 -0.564 4.620 -1.258  0.127
H26 0.533 5.469 1.834  0.098
H27 1.620 5.942 0.525  0.105
H28 2.286 5.203 1.989  0.100
H29 2.353 2.526 -0.527  0.079
H30 3.303 3.846 0.175  0.107
H31 2.247 4.161 -1.214  0.098
H32 0.577 4.083 3.821  0.101
H33 1.622 2.929 2.975  0.098
H34 0.282 2.343 3.972  0.079
H35 -2.277 2.929 1.528  0.092
H36 -2.034 3.262 3.242  0.105
H37 -1.713 1.632 2.622  0.042
H38 -2.272 0.897 -2.903  0.092
H39 -2.979 0.044 -4.291  0.107
H40 -1.694 1.237 -4.541  0.098
H41 -0.058 -2.092 -4.816  0.099
H42 -0.667 -0.730 -5.763  0.105
H43 -1.788 -1.982 -5.205  0.102
N9 -2.212 -0.232 0.222  -0.028
C29 -3.015 -1.275 0.864  -0.283
C30 -4.397 -1.118 0.907  -0.007
C31 -5.184 -2.077 1.521  -0.033
C32 -4.552 -3.168 2.084  -0.236
C33 -3.184 -3.339 2.066  -0.027
C34 -2.406 -2.385 1.422  -0.055
S2 -5.602 -4.435 2.914  0.517
O2 -4.752 -5.589 3.090  -0.146
O3 -6.695 -4.624 1.987  -0.133
O4 -5.950 -3.749 4.147  -0.118
H44 -2.603 0.663 0.520  0.090
H45 -2.390 -0.283 -0.781  0.094
H46 -4.863 -0.248 0.458  0.125
H47 -6.260 -1.996 1.567  0.129
H48 -2.755 -4.199 2.555  0.116
H49 -1.329 -2.517 1.370  0.036
N10 0.938 -2.991 -0.287  -0.006
C35 0.565 -4.042 0.421  -0.137
N11 0.343 -5.284 0.107  -0.118
C36 0.523 -5.981 -1.181  -0.134
C37 -0.752 -6.719 -1.587  -0.181
C38 -1.175 -7.691 -0.490  -0.193
C39 -1.355 -6.919 0.813  -0.178
C40 -0.054 -6.212 1.178  -0.155
H50 1.330 -6.711 -1.053  0.135
H51 0.820 -5.270 -1.949  0.085
H52 -0.563 -7.257 -2.518  0.119
H53 -1.558 -6.003 -1.770  0.100
H54 -0.414 -8.465 -0.362  0.121
H55 -2.110 -8.180 -0.763  0.116
H56 -1.648 -7.589 1.622  0.119
H57 -2.156 -6.185 0.693  0.106
H58 0.741 -6.956 1.301  0.130
H59 -0.148 -5.646 2.101  0.107

Values from the calculation:
frontier orbital gap (alpha / beta) = 6.7 / 3.4 eV
electronic energy = -3349.340684 a.u.
spin multiplicity = 5
charge = +2
HOMO level (alpha / beta) = -11.74 / -11.73 eV


# 5
A structure of composition C37H35IN3O2ReSTe, computed with ωB97M-V/def2-TZVPD.

Last column: Löwdin charge in e.
Geometry (Å):
Re1 0.000 0.000 0.000  0.616
I1 -0.984 1.705 1.762  1.310
C1 -1.678 2.906 0.283  -0.610
C2 -2.358 4.083 0.595  -0.137
C3 -2.835 4.909 -0.422  -0.060
C4 -2.635 4.563 -1.766  -0.012
C5 -1.954 3.383 -2.089  -0.148
C6 -1.738 3.010 -3.515  -0.010
C7 -1.083 1.876 -3.820  -0.056
C8 -0.569 0.986 -2.761  -0.181
C9 -0.775 1.342 -1.399  -0.343
C10 -1.469 2.544 -1.076  -0.259
H1 -2.516 4.356 1.630  0.097
H2 -3.361 5.819 -0.178  0.108
H3 -3.009 5.210 -2.544  0.115
H4 -2.108 3.649 -4.305  0.113
H5 -0.931 1.612 -4.864  0.108
H6 -0.043 0.074 -3.026  0.003
C11 -6.335 -0.997 -1.197  -0.036
C12 -5.007 -1.159 -0.517  -0.243
C13 -4.050 -2.048 -1.017  -0.034
C14 -2.806 -2.175 -0.392  -0.364
C15 -2.504 -1.412 0.739  -0.470
C16 -3.451 -0.508 1.230  -0.128
C17 -4.694 -0.382 0.605  -0.011
S1 -0.902 -1.561 1.561  0.672
C18 -1.461 -2.585 2.947  -0.178
O1 -0.060 -2.434 0.676  -0.630
H7 -6.527 -1.817 -1.897  0.084
H8 -6.359 -0.055 -1.754  0.093
H9 -7.144 -1.000 -0.459  0.090
H10 -4.261 -2.649 -1.899  0.105
H11 -2.074 -2.870 -0.797  -0.038
H12 -3.230 0.111 2.096  0.049
H13 -5.418 0.330 0.996  0.126
H14 -1.947 -3.490 2.573  0.080
H15 -2.153 -2.016 3.571  0.068
H16 -0.589 -2.865 3.542  0.067
C19 7.886 0.185 2.142  -0.056
C20 7.472 -0.445 0.846  -0.286
C21 8.221 -0.258 -0.320  -0.032
C22 7.804 -0.826 -1.528  -0.018
C23 6.620 -1.568 -1.596  -0.251
N1 6.260 -2.095 -2.853  0.135
C24 5.132 -2.734 -3.251  -0.541
O2 5.217 -3.634 -4.089  0.065
N2 3.911 -2.414 -2.756  0.146
C25 3.383 -1.164 -2.370  -0.188
C26 4.004 0.060 -2.607  0.024
C27 3.395 1.242 -2.184  -0.002
C28 2.170 1.161 -1.545  -0.126
N3 1.522 0.000 -1.319  -0.232
C29 2.137 -1.129 -1.747  -0.101
C30 5.890 -1.780 -0.425  -0.024
C31 6.305 -1.213 0.783  -0.032
H17 8.899 0.597 2.082  0.078
H18 7.879 -0.558 2.946  0.084
H19 7.200 0.998 2.399  0.084
H20 9.132 0.336 -0.299  0.115
H21 8.404 -0.657 -2.418  0.114
H22 7.027 -2.245 -3.497  0.160
H23 3.232 -3.146 -2.923  0.162
H24 4.950 0.127 -3.134  0.125
H25 3.868 2.202 -2.354  0.122
H26 1.660 2.054 -1.196  0.119
H27 1.582 -2.040 -1.544  0.045
H28 4.999 -2.399 -0.416  0.109
H29 5.709 -1.379 1.678  0.117
Te1 -1.031 -1.786 -1.786  1.572
C32 -1.837 -3.176 -3.167  -0.471
C33 -2.992 -2.856 -3.889  -0.152
C34 -3.524 -3.774 -4.801  -0.065
C35 -2.901 -5.012 -4.991  -0.065
C36 -1.747 -5.332 -4.269  -0.067
C37 -1.214 -4.415 -3.357  -0.123
H30 -3.477 -1.899 -3.745  0.098
H31 -4.417 -3.527 -5.360  0.108
H32 -3.313 -5.722 -5.696  0.108
H33 -1.265 -6.290 -4.416  0.108
H34 -0.321 -4.666 -2.801  0.094
H35 1.303 0.000 1.130  -0.015

Values from the calculation:
frontier orbital gap (alpha / beta) = 5.2 / 6.2 eV
electronic energy = -2787.344803 a.u.
spin multiplicity = 4
charge = +1
HOMO level (alpha / beta) = -8.84 / -9.81 eV
relative energy (zero: lowest compared OMol25 entry of this formula, charge and spin) = 15.6 kcal per mole


# 6
An isolated molecule of C12H24NO4PS2, computed with ωB97M-V/def2-TZVPD.

Last column: Löwdin charge in e.
Geometry (Å):
C1 1.225 2.309 -2.544  -0.112
C2 0.134 2.654 -1.663  -0.357
O1 -0.970 1.742 -2.024  -0.215
C3 -2.300 2.331 -2.045  -0.387
P1 -2.884 2.992 -0.404  0.174
S1 -1.697 4.489 0.064  0.198
S2 -3.074 1.499 1.088  0.587
C4 -1.703 1.851 2.352  -0.390
C5 -0.435 1.068 2.036  -0.524
O2 0.655 1.560 2.304  0.039
N1 -0.507 -0.245 1.514  0.094
C6 0.674 -1.018 1.112  -0.215
C7 0.506 -1.622 -0.242  -0.436
O3 -0.584 -2.057 -0.578  0.111
O4 1.705 -1.886 -0.800  0.007
C8 1.785 -2.655 -2.046  -0.172
C9 1.225 -1.945 -3.304  -0.073
C10 0.903 -2.119 2.156  -0.335
C11 1.489 -1.662 3.539  -0.059
C12 -0.317 -3.048 2.454  -0.070
H1 1.040 2.708 -3.572  0.093
H2 1.263 1.186 -2.579  0.076
H3 2.250 2.635 -2.197  0.104
H4 0.489 2.480 -0.594  0.122
H5 -0.102 3.700 -1.862  0.062
H6 -2.352 3.184 -2.822  0.126
H7 -3.025 1.582 -2.371  0.081
H8 -4.065 3.614 -0.688  -0.041
H9 -1.552 3.039 2.394  0.086
H10 -2.030 1.609 3.389  0.091
H11 -1.436 -0.605 1.166  0.118
H12 1.465 -0.329 1.028  0.140
H13 2.827 -2.917 -2.311  0.124
H14 1.275 -3.588 -1.891  0.109
H15 1.135 -2.551 -4.184  0.060
H16 1.899 -1.132 -3.699  0.083
H17 0.219 -1.517 -3.062  0.083
H18 1.620 -2.831 1.640  0.144
H19 0.792 -1.904 4.413  0.090
H20 1.626 -0.571 3.644  0.060
H21 2.532 -2.115 3.660  0.093
H22 -0.343 -3.697 1.581  0.067
H23 -1.301 -2.521 2.675  0.101
H24 -0.057 -3.695 3.272  0.062

Values from the calculation:
frontier orbital gap = 8.9 eV
electronic energy = -1965.046005 a.u.
SMILES = CCOC[P@H](=S)SCC(=O)N[C@H](C(=O)OCC)C(C)C
HOMO level = -8.47 eV
relative energy (zero: lowest compared OMol25 entry of this formula, charge and spin) = 0.0 kcal per mole